# 1
C38H34Br3N7O14 | ωB97M-V/def2-TZVPD

2S+1: 1
Energy above the lowest of the compared OMol25 structures with the same formula, charge and spin: 7.897 eV
Frontier orbital gap: 8.1 eV

Each line ends with the Löwdin charge.
Element x y z (Å)
C -0.662 -1.284 -4.451  0.03
N -0.919 -0.586 -5.714  -0.45
O -0.644 0.605 -5.733  0.05
O -1.143 -1.232 -6.713  0.07
H -0.511 -0.568 -3.652  0.08
H 0.261 -1.859 -4.483  0.11
H -1.503 -1.955 -4.292  0.10
C -0.726 -3.828 1.433  -0.06
C -1.103 -4.680 2.452  -0.10
C -2.273 -5.431 2.328  -0.02
C -3.016 -5.430 1.144  -0.15
C -2.644 -4.551 0.127  0.00
C -1.565 -3.706 0.310  -0.06
N -4.214 -6.226 1.024  -0.34
O -4.654 -6.391 -0.110  0.07
O -4.724 -6.771 1.995  0.07
H 0.008 -3.087 1.724  0.11
H -0.676 -4.744 3.444  0.11
H -2.683 -5.955 3.182  0.12
H -3.263 -4.396 -0.744  0.12
H -1.343 -2.935 -0.414  0.09
C -7.476 1.810 1.163  -0.08
C -6.210 2.344 1.067  -0.07
C -5.087 1.536 0.940  0.02
C -5.249 0.163 1.077  -0.11
C -6.533 -0.369 1.181  0.01
C -7.670 0.443 1.164  -0.05
N -4.072 -0.696 1.059  -0.32
O -4.220 -1.856 0.736  0.12
O -3.003 -0.148 1.211  -0.03
H -8.331 2.474 1.217  0.11
H -6.211 3.420 1.194  0.11
H -4.150 2.069 0.865  0.11
H -6.660 -1.431 1.347  0.12
H -8.617 -0.075 1.197  0.11
C -2.516 -2.603 3.542  -0.06
C -2.510 -1.559 2.606  -0.07
C -1.728 -0.449 2.818  0.02
C -0.913 -0.411 3.981  -0.12
C -1.091 -1.336 4.955  -0.01
C -1.879 -2.488 4.763  -0.05
N 0.050 0.662 4.147  -0.28
O 0.861 0.844 3.268  0.02
O 0.039 1.289 5.191  0.11
H -3.167 -3.462 3.433  0.11
H -3.100 -1.590 1.700  0.02
H -1.584 0.341 2.092  0.11
H -0.591 -1.187 5.905  0.12
H -2.075 -3.217 5.533  0.11
C 5.350 0.638 -4.963  -0.08
C 5.637 1.029 -6.274  -0.06
C 6.845 0.611 -6.816  0.00
C 7.835 0.047 -5.989  -0.14
C 7.638 -0.118 -4.638  0.01
C 6.329 0.115 -4.166  -0.08
N 9.195 -0.100 -6.533  -0.36
O 10.017 -0.645 -5.827  0.08
O 9.383 0.254 -7.680  0.08
H 4.465 0.954 -4.420  0.11
H 4.937 1.433 -6.991  0.11
H 6.889 0.767 -7.883  0.12
H 8.333 -0.518 -3.918  0.12
H 6.160 -0.094 -3.117  0.09
C -2.517 4.344 -1.286  -0.07
C -2.013 5.488 -0.703  -0.08
C -0.995 5.432 0.234  0.01
C -0.403 4.187 0.527  -0.12
C -0.906 3.042 -0.089  -0.01
C -1.895 3.125 -1.018  -0.08
N 0.638 4.112 1.549  -0.33
O 0.954 5.134 2.104  0.09
O 1.092 3.004 1.764  0.07
H -3.312 4.417 -2.016  0.11
H -2.481 6.420 -0.994  0.11
H -0.804 6.357 0.758  0.12
H -0.544 2.097 0.291  0.10
H -2.262 2.205 -1.457  0.11
C 4.347 0.561 1.000  -0.07
C 3.223 0.672 1.803  -0.05
C 2.001 0.115 1.398  0.00
C 2.023 -0.515 0.177  -0.13
C 3.172 -0.762 -0.555  -0.01
C 4.385 -0.200 -0.153  -0.06
N 0.697 -0.881 -0.389  -0.33
O -0.248 -0.377 0.160  0.07
O 0.665 -1.703 -1.284  0.06
H 5.251 0.911 1.490  0.10
H 3.258 1.110 2.789  0.08
H 1.145 0.351 2.005  0.01
H 3.191 -1.322 -1.480  0.11
H 5.322 -0.373 -0.660  0.10
C 3.817 3.746 4.108  -1.58
Br 2.808 3.788 5.760  0.58
Br 5.520 2.800 4.351  0.53
Br 4.230 5.559 3.551  0.56
H 3.318 3.276 3.270  -0.06

=====

# 2
C38H34ClFeNO2P | ωB97M-V/def2-TZVPD

2S+1: 6
Frontier orbital gap (spin up / spin down): 5.6 / 3.5 eV

Each line ends with the Löwdin charge.
Element x y z (Å)
C 1.077 1.115 -2.684  -0.18
C 1.100 -0.307 -2.680  -0.15
C -0.199 -0.795 -3.060  -0.16
H 1.921 -0.985 -2.504  0.09
C -1.048 0.354 -3.240  -0.19
C -0.272 1.560 -3.002  -0.21
H -0.693 2.565 -2.879  0.09
H 1.950 1.744 -2.481  0.11
H -0.444 -1.844 -3.264  0.08
H -2.098 0.263 -3.559  0.11
Fe -0.469 0.764 -1.066  0.49
Cl -2.014 0.866 0.492  0.02
P -0.158 -3.453 -0.179  1.21
C -1.283 -3.909 -1.417  -0.38
C -0.893 -5.048 -2.160  -0.09
H 0.075 -5.497 -1.947  0.10
C -1.745 -5.560 -3.132  -0.06
H -1.446 -6.463 -3.662  0.11
C -2.959 -4.908 -3.397  -0.05
H -3.623 -5.329 -4.149  0.11
C -3.329 -3.734 -2.708  -0.05
H -4.283 -3.243 -2.944  0.12
C -2.482 -3.216 -1.723  -0.06
H -2.742 -2.298 -1.177  0.12
C 1.527 -3.805 -0.437  -0.34
C 2.080 -3.841 -1.746  -0.09
H 1.485 -3.517 -2.610  0.11
C 3.373 -4.327 -1.907  -0.06
H 3.792 -4.441 -2.919  0.12
C 4.122 -4.685 -0.773  -0.05
H 5.107 -5.121 -0.896  0.11
C 3.630 -4.484 0.536  -0.05
H 4.222 -4.735 1.415  0.11
C 2.350 -3.967 0.705  -0.05
H 1.943 -3.715 1.691  0.12
C -0.722 -3.475 1.462  -0.37
C -1.364 -4.715 1.720  -0.09
H -1.499 -5.403 0.875  0.11
C -1.742 -4.986 3.023  -0.07
H -2.149 -5.971 3.237  0.11
C -1.576 -3.991 4.001  -0.05
H -1.889 -4.218 5.013  0.11
C -1.028 -2.724 3.717  -0.04
H -0.937 -1.960 4.499  0.12
C -0.577 -2.451 2.423  -0.04
H -0.128 -1.487 2.137  0.10
C -3.330 5.693 0.471  -0.05
C -2.057 5.310 -0.243  -0.23
C -1.789 5.785 -1.538  -0.06
C -0.628 5.415 -2.209  -0.10
C 0.326 4.641 -1.559  -0.05
C 0.091 4.174 -0.254  -0.23
N 1.052 3.389 0.383  0.06
C 1.707 3.706 1.550  -0.22
C 1.839 5.023 2.025  -0.03
C 2.548 5.255 3.199  -0.11
C 3.050 4.182 3.948  -0.11
C 2.871 2.865 3.492  -0.04
C 2.245 2.621 2.275  -0.08
C 1.898 1.235 1.722  -0.63
O 2.083 1.078 0.474  -0.09
O 1.489 0.384 2.539  -0.03
C -1.131 4.480 0.387  -0.18
C -1.391 3.929 1.756  -0.07
H -3.895 4.795 0.779  0.08
H -3.128 6.278 1.361  0.08
H -3.983 6.284 -0.189  0.07
H -2.522 6.459 -2.006  0.11
H -0.462 5.729 -3.241  0.10
H 1.290 4.406 -2.028  0.12
H 1.335 2.470 -0.016  0.07
H 1.375 5.838 1.454  0.12
H 2.721 6.285 3.530  0.10
H 3.555 4.360 4.905  0.09
H 3.249 2.007 4.071  0.12
H -2.432 3.603 1.860  0.06
H -0.773 3.038 1.923  0.05
H -1.165 4.657 2.542  0.09

=====

# 3
C38H34F2N5O3Ti | ωB97M-V/def2-TZVPD

Net charge: +2
2S+1: 2
Energy above the lowest of the compared OMol25 structures with the same formula, charge and spin: 0.314 eV
Frontier orbital gap (spin up / spin down): 6.3 / 6.6 eV

Each line ends with the Löwdin charge.
Element x y z (Å)
Ti 0.383 0.555 -0.214  1.04
C 1.250 1.315 4.204  -0.04
O 2.435 1.318 3.401  0.08
C 2.061 1.084 2.159  -0.30
N 0.793 0.994 1.911  0.10
C 0.085 1.182 3.180  -0.19
C -0.880 0.064 3.534  -0.18
C -1.307 -0.069 4.851  -0.03
C -2.206 -1.066 5.189  -0.05
C -2.695 -1.929 4.223  -0.06
C -2.284 -1.788 2.910  -0.06
C -1.375 -0.800 2.565  -0.06
C 3.027 0.899 1.083  -0.17
C 4.403 0.993 1.164  0.07
C 5.153 0.799 -0.010  0.02
C 4.511 0.530 -1.205  0.07
C 3.114 0.452 -1.213  -0.13
N 2.394 0.614 -0.073  0.02
C 2.242 0.329 -2.341  -0.26
N 0.942 0.432 -2.161  0.06
C 0.331 0.527 -3.488  -0.19
C 1.528 0.232 -4.439  -0.04
O 2.675 0.221 -3.589  0.08
C -0.820 -0.415 -3.763  -0.18
C -1.388 -0.397 -5.034  -0.03
C -2.410 -1.274 -5.351  -0.05
C -2.889 -2.157 -4.397  -0.06
C -2.333 -2.170 -3.129  -0.06
C -1.289 -1.312 -2.814  -0.07
H 1.212 2.239 4.783  0.15
H 1.319 0.455 4.878  0.14
H -0.487 2.121 3.116  0.17
H -0.954 0.615 5.608  0.12
H -2.531 -1.167 6.210  0.12
H -3.400 -2.702 4.486  0.11
H -2.677 -2.445 2.149  0.11
H -1.061 -0.671 1.533  0.05
H 4.884 1.207 2.105  0.14
H 6.227 0.879 0.025  0.13
H 5.057 0.393 -2.125  0.14
H -0.029 1.562 -3.616  0.17
H 1.675 0.989 -5.210  0.15
H 1.432 -0.751 -4.913  0.15
H -1.031 0.304 -5.774  0.12
H -2.830 -1.268 -6.345  0.12
H -3.695 -2.832 -4.638  0.11
H -2.723 -2.862 -2.396  0.11
H -0.833 -1.320 -1.826  0.06
F -5.030 -0.397 -0.307  0.10
C -4.045 0.504 -0.314  -0.25
C -2.730 0.058 -0.313  -0.05
C -1.655 0.950 -0.298  -0.16
C -1.972 2.335 -0.282  -0.12
C -3.312 2.748 -0.298  -0.20
F -3.636 4.048 -0.305  0.09
C -4.360 1.850 -0.309  0.10
C -0.833 3.253 -0.276  -0.17
C -0.933 4.649 -0.208  0.04
C 0.205 5.428 -0.263  -0.01
C 1.439 4.802 -0.394  -0.02
C 1.470 3.421 -0.434  -0.10
N 0.378 2.652 -0.364  0.00
H -2.586 -1.016 -0.310  0.10
H -5.382 2.194 -0.309  0.15
H -1.888 5.136 -0.112  0.12
H 0.135 6.502 -0.212  0.13
H 2.354 5.367 -0.457  0.12
H 2.425 2.917 -0.533  0.11
C 0.086 -3.748 -0.889  0.00
N 0.799 -3.605 0.366  -0.10
C 1.135 -4.808 1.102  -0.01
C 1.052 -2.386 0.813  -0.39
C 1.829 -2.209 2.089  0.07
O 0.638 -1.380 0.164  -0.13
H 0.108 -4.783 -1.213  0.10
H 0.553 -3.130 -1.659  0.10
H -0.953 -3.440 -0.761  0.10
H 0.668 -5.661 0.621  0.10
H 0.753 -4.751 2.120  0.11
H 2.212 -4.975 1.119  0.11
H 2.138 -3.148 2.533  0.08
H 1.216 -1.669 2.814  0.10
H 2.724 -1.621 1.877  0.10

=====

# 4
C38H34N3O6ScTe | ωB97M-V/def2-TZVPD

Net charge: -2
2S+1: 1
Energy above the lowest of the compared OMol25 structures with the same formula, charge and spin: 2.746 eV
Frontier orbital gap: 4.0 eV

Each line ends with the Löwdin charge.
Element x y z (Å)
Sc -0.183 -0.079 0.192  0.79
O -1.094 2.052 3.643  -0.02
C -0.922 1.276 2.690  -0.60
O -0.355 1.541 1.591  -0.07
C -1.455 -0.149 2.879  -0.16
C -2.060 -0.497 4.084  -0.01
C -2.520 -1.790 4.263  -0.10
C -2.361 -2.701 3.227  -0.09
C -1.755 -2.273 2.059  -0.12
N -1.305 -1.034 1.887  0.01
H -2.145 0.269 4.843  0.10
H -2.996 -2.085 5.192  0.08
H -2.701 -3.726 3.315  0.08
H -1.594 -2.951 1.227  0.11
C 2.789 2.197 -6.286  -0.08
C 1.932 1.963 -5.077  -0.28
C 0.700 2.565 -4.911  -0.03
C -0.096 2.387 -3.765  -0.07
C -1.377 3.112 -3.676  -0.31
O -1.848 3.568 -2.655  0.11
C -2.139 3.360 -4.963  -0.14
C -2.125 2.461 -6.027  -0.04
C -2.899 2.696 -7.157  -0.09
C -3.682 3.840 -7.243  -0.12
C -3.702 4.743 -6.185  -0.10
C -2.943 4.499 -5.050  -0.02
C 0.348 1.545 -2.702  -0.30
O -0.327 1.304 -1.648  -0.10
C 1.613 0.898 -2.917  -0.09
C 2.363 1.106 -4.048  0.00
C 2.065 0.051 -1.794  -0.22
N 2.145 0.487 -0.593  0.03
C 2.158 1.884 -0.200  -0.31
C 3.451 2.564 -0.629  -0.47
Te 5.262 1.629 0.048  1.23
C 5.691 0.698 -1.799  -0.57
C 5.589 -0.687 -1.922  -0.14
C 5.836 -1.305 -3.144  -0.09
C 6.186 -0.543 -4.252  -0.11
C 6.294 0.839 -4.136  -0.12
C 6.052 1.455 -2.914  -0.16
C 2.349 -1.404 -1.973  -0.16
C 2.286 -2.023 -3.222  -0.04
C 2.545 -3.383 -3.346  -0.12
C 2.832 -4.136 -2.214  -0.13
C 2.840 -3.532 -0.960  -0.08
C 2.606 -2.169 -0.822  -0.03
H 2.300 2.884 -6.982  0.06
H 2.993 1.265 -6.825  0.07
H 3.760 2.629 -6.016  0.07
H 0.339 3.237 -5.686  0.11
H -1.513 1.570 -5.960  0.12
H -2.889 1.983 -7.972  0.09
H -4.279 4.025 -8.128  0.09
H -4.318 5.632 -6.243  0.09
H -2.968 5.168 -4.199  0.11
H 3.321 0.602 -4.143  0.11
H 2.081 1.886 0.891  0.11
H 1.324 2.489 -0.574  0.12
H 3.477 3.587 -0.249  0.04
H 3.550 2.607 -1.717  0.04
H 5.268 -1.279 -1.076  0.09
H 5.709 -2.376 -3.230  0.10
H 6.356 -1.022 -5.209  0.09
H 6.555 1.439 -4.999  0.09
H 6.132 2.532 -2.826  0.09
H 2.029 -1.441 -4.099  0.10
H 2.514 -3.854 -4.323  0.08
H 3.027 -5.200 -2.308  0.08
H 3.003 -4.132 -0.073  0.10
H 2.470 -1.686 0.162  0.07
N -1.902 -2.883 -2.513  0.17
C -1.563 -1.791 -1.788  -0.49
O -0.496 -1.808 -1.149  -0.02
C -2.499 -0.624 -1.796  -0.26
C -2.563 0.004 -0.394  -0.21
H -1.254 -3.651 -2.555  0.10
H -2.755 -2.895 -3.038  0.08
H -3.437 -0.961 -2.286  0.09
H -2.037 0.110 -2.474  0.10
H -3.206 -0.665 0.210  0.01
H -3.061 0.965 -0.479  0.01
O 1.036 -0.990 1.283  -0.55

=====

# 5
C38H34NO10 | ωB97M-V/def2-TZVPD

Net charge: +1
2S+1: 1
Frontier orbital gap: 8.3 eV

Each line ends with the Löwdin charge.
Element x y z (Å)
C -0.189 -1.104 6.159  0.12
C -0.238 -0.377 4.931  -0.05
C -0.758 0.427 3.561  -0.10
N -2.298 0.517 3.526  -0.16
C -2.764 1.213 4.797  -0.13
C -4.349 1.657 4.497  -0.14
C -5.187 0.210 4.488  -0.20
C -4.553 -0.895 3.456  -0.16
C -2.924 -0.838 3.286  -0.13
H -0.355 -1.737 7.146  0.10
H -0.376 -0.108 2.567  0.14
H -0.343 1.521 3.670  0.15
H -2.510 1.183 2.728  0.20
H -2.852 0.352 5.618  0.15
H -2.094 2.111 5.134  0.16
H -4.765 2.421 5.279  0.13
H -4.423 2.044 3.370  0.13
H -5.093 -0.201 5.604  0.12
H -6.355 0.378 4.318  0.13
H -4.802 -1.966 3.922  0.14
H -5.120 -0.852 2.433  0.12
H -2.700 -1.107 2.145  0.15
H -2.474 -1.716 3.915  0.15
C 0.906 -2.693 1.276  0.01
C 1.917 -3.562 1.181  0.04
C 2.330 -4.116 -0.124  -0.37
O 3.254 -4.913 -0.212  0.12
C 1.584 -3.672 -1.318  0.04
C 0.574 -2.803 -1.223  0.02
C 0.160 -2.249 0.082  -0.39
O -0.763 -1.452 0.170  0.05
H 0.590 -2.277 2.225  0.10
H 2.475 -3.897 2.047  0.13
H 1.901 -4.088 -2.267  0.13
H 0.016 -2.468 -2.089  0.09
C 4.107 0.936 -1.929  0.03
C 3.865 1.613 -3.055  0.03
C 2.485 1.873 -3.511  -0.38
O 2.262 2.491 -4.542  0.09
C 1.384 1.356 -2.673  0.02
C 1.626 0.679 -1.547  0.03
C 3.006 0.419 -1.091  -0.38
O 3.229 -0.199 -0.060  0.09
H 5.113 0.736 -1.580  0.13
H 4.661 1.999 -3.680  0.13
H 0.378 1.556 -3.022  0.09
H 0.830 0.293 -0.923  0.11
C -1.573 -1.644 -5.284  0.03
C -1.804 -1.738 -6.597  0.03
C -0.803 -1.291 -7.585  -0.38
O -1.015 -1.375 -8.787  0.12
C 0.463 -0.737 -7.067  0.04
C 0.695 -0.642 -5.754  0.03
C -0.306 -1.089 -4.766  -0.37
O -0.094 -1.005 -3.564  0.06
H -2.296 -1.966 -4.545  0.13
H -2.728 -2.143 -6.992  0.13
H 1.187 -0.414 -7.806  0.13
H 1.619 -0.237 -5.359  0.12
C 3.486 1.122 6.199  0.02
C 3.239 -0.166 5.945  0.01
C 4.281 -1.196 6.126  -0.38
O 4.056 -2.376 5.892  0.10
C 5.605 -0.747 6.600  0.02
C 5.852 0.542 6.853  0.03
C 4.810 1.572 6.672  -0.38
O 5.034 2.751 6.906  0.11
H 2.733 1.890 6.070  0.12
H 2.272 -0.512 5.598  0.06
H 6.358 -1.515 6.728  0.13
H 6.818 0.887 7.201  0.13
C -0.993 2.567 -5.575  0.02
C -1.235 3.245 -6.701  0.04
C -2.615 3.505 -7.157  -0.38
O -2.838 4.123 -8.189  0.12
C -3.716 2.988 -6.320  0.03
C -3.474 2.311 -5.194  0.02
C -2.094 2.051 -4.738  -0.37
O -1.871 1.433 -3.706  0.08
H 0.013 2.368 -5.227  0.09
H -0.439 3.631 -7.326  0.13
H -4.722 3.188 -6.668  0.13
H -4.270 1.925 -4.569  0.12